(1)
Formula: C8H20BrCl8InNO
Source: the Open Molecules 2025 dataset
Level of theory: ωB97M-V with the def2-TZVPD basis set

```
40
Properties=species:S:1:pos:R:3:forces:R:3:mulliken_charge:R:1
C 1.8814 -0.4974 0.2642 0.0 -0.1 0.2 -0.507
O 2.1061 0.6088 -0.5578 0.2 0.0 0.0 -0.648
C 2.2537 1.8630 0.1539 0.1 0.0 0.0 -0.829
In 0.4100 2.6041 1.1366 0.1 0.1 0.0 0.652
Br 0.3548 5.1791 0.5091 0.0 0.0 0.0 -0.606
C -1.3607 1.7254 0.2282 -0.2 0.0 -0.1 -0.816
C -1.7283 0.3793 0.8604 0.0 0.0 0.1 -0.043
N -2.1834 -0.6370 -0.1113 0.0 0.0 -0.1 -0.668
H 2.1679 -0.2883 1.3027 0.0 0.0 -0.1 0.327
H 0.8242 -0.7893 0.2577 0.0 0.0 0.0 -0.011
H 2.4894 -1.3380 -0.0895 -0.1 0.0 0.0 0.363
H 3.0861 1.7530 0.8679 0.0 0.0 -0.1 0.360
H 2.5907 2.5640 -0.6151 -0.1 0.1 0.1 0.332
H 0.4594 2.5784 2.8900 0.0 0.0 0.1 -0.413
H -1.1496 1.6017 -0.8414 0.0 0.0 0.1 0.324
H -2.1740 2.4505 0.3108 0.0 -0.1 -0.1 0.339
H -0.8824 -0.0336 1.4281 -0.1 0.0 0.0 0.006
H -2.5208 0.5345 1.6019 0.1 0.0 0.0 0.296
H -1.9670 -0.3202 -1.0474 0.0 0.0 0.0 0.275
H -1.6914 -1.5113 0.0207 -0.1 0.0 0.0 0.154
C -1.5390 5.3106 3.4243 0.1 0.0 0.0 -0.066
Cl -2.6319 3.9358 3.2753 -0.1 0.0 0.0 -0.139
Cl -1.6903 6.1234 5.0059 0.0 0.0 0.0 -0.221
H -0.5256 4.9454 3.3144 0.0 0.0 0.0 0.102
H -1.7773 6.0287 2.6517 0.0 0.0 0.0 0.277
C 2.1620 1.4154 -3.4370 0.0 -0.1 -0.1 0.566
Cl 0.7204 2.4161 -3.6447 0.0 0.1 0.0 -0.169
Cl 3.6611 2.3074 -3.7755 0.0 0.0 0.0 -0.200
H 2.1884 1.0615 -2.4097 0.0 0.0 -0.1 -0.323
H 2.1059 0.5989 -4.1470 0.0 0.0 0.0 0.299
C 0.2262 -3.9376 1.2883 0.0 0.0 0.0 -0.189
Cl -1.3326 -4.1952 0.4907 0.0 0.0 0.1 -0.166
Cl 0.1231 -2.7783 2.6150 0.0 0.0 0.0 -0.131
H 0.5606 -4.8869 1.6879 0.0 0.0 0.0 0.350
H 0.9174 -3.5477 0.5500 0.0 0.0 0.0 0.124
C -1.3541 -6.6543 -3.1676 0.0 0.0 0.0 -0.266
Cl -0.5349 -8.0146 -2.3800 0.0 0.0 0.0 -0.159
Cl -0.4904 -5.1313 -2.9709 0.1 0.0 -0.1 -0.115
H -1.4227 -6.8757 -4.2254 0.0 0.0 0.0 0.294
H -2.3325 -6.5483 -2.7153 0.0 0.0 0.0 0.248
```
Forces are in eV/Å.

Summary:
Kohn-Sham gap	6.89	eV
charge	-1
lowest unoccupied orbital energy	1.99	eV
relative energy (zero: lowest compared OMol25 entry of this formula, charge and spin)	0.0553	eV
energy	-6892.5150	hartree

=====

(2)
Formula: C8H20CdFNO7
Source: the Open Molecules 2025 dataset
Level of theory: ωB97M-V with the def2-TZVPD basis set

```
38
Properties=species:S:1:pos:R:3:forces:R:3:lowdin_spin:R:1
Cd 0.0485 -0.0196 0.7902 -0.9 1.3 4.9 0.001
F 0.2694 -0.9783 2.5590 0.1 -0.6 1.2 0.001
N -1.0086 2.6648 2.2817 -0.1 2.6 2.4 0.000
O -0.2440 2.0272 1.5800 1.7 -1.3 -1.7 0.001
O -2.0022 3.1851 1.8543 -3.2 0.2 -2.7 0.001
O -0.7169 2.9623 3.4254 1.5 -0.7 2.2 0.000
C -0.4761 -2.9011 -0.6816 0.3 0.7 0.5 0.127
O 0.3709 -1.7992 -0.1203 0.9 -3.8 -3.6 0.027
C 1.6488 -1.7007 -0.8712 -0.7 -0.3 0.6 0.110
C 2.6881 -0.8300 -0.1236 -1.5 0.2 0.8 0.034
O 2.0418 0.3115 0.5821 2.4 -3.6 -4.0 0.006
C 2.7871 0.9876 1.4770 1.4 1.2 1.1 0.003
H -1.5212 -2.6694 -0.4762 0.2 0.0 0.7 0.014
H -0.1576 -3.8504 -0.2509 0.0 0.1 0.2 0.018
H -0.5151 -3.0302 -1.7632 0.9 0.6 -0.3 0.075
H 1.4498 -1.3998 -1.8998 -0.1 0.1 -0.1 0.074
H 2.0466 -2.7146 -0.8277 0.2 0.0 -0.5 0.029
H 3.4682 -0.4132 -0.7607 0.0 -0.3 -0.2 0.026
H 3.0649 -1.5665 0.5861 0.5 0.7 0.6 0.004
H 3.8212 0.6619 1.5888 0.0 -0.8 0.2 0.000
H 2.1867 0.8473 2.3759 0.7 1.2 0.7 0.000
H 2.9503 1.9505 0.9929 -0.4 0.9 1.1 0.002
C 0.9969 1.7824 -1.6504 -0.5 -0.1 0.3 0.073
O 0.0050 0.9821 -0.9755 -0.6 1.9 -3.3 0.030
C -1.1857 0.7346 -1.7205 -1.1 -0.9 -0.3 0.092
C -2.4258 0.3923 -0.8015 2.7 2.3 -0.8 0.028
O -1.8965 -0.3579 0.3236 -5.7 -0.4 -2.4 0.010
C -3.0128 -0.9343 1.0317 0.6 0.6 0.8 0.011
H 1.7557 2.0400 -0.9114 -0.2 0.0 -0.1 0.005
H 0.5102 2.6854 -2.0190 0.1 0.0 -0.1 0.009
H 1.4649 1.2162 -2.4556 -0.1 0.0 -0.2 0.050
H -1.0304 -0.0884 -2.4181 0.4 -0.5 0.1 0.070
H -1.4959 1.5156 -2.4146 0.2 0.7 0.4 0.023
H -3.2103 0.0629 -1.4828 0.1 -1.5 0.4 0.027
H -2.8367 1.3574 -0.5051 0.2 0.0 1.0 0.002
H -3.4929 -1.7514 0.4931 0.4 -0.2 -0.1 0.010
H -3.7709 -0.1676 1.1920 0.0 0.2 0.1 0.001
H -2.5755 -1.1943 1.9957 -0.3 -0.5 0.0 0.001
```
Forces are in eV/Å.

Summary:
Kohn-Sham gap (spin up / spin down)	2.53 / 8.39	eV
charge	-1
lowest unoccupied orbital energy (spin up / spin down)	2.80 / 2.99	eV
multiplicity	2
energy	-1165.5080	hartree

=====

(3)
Formula: C8H20ClCoMgO
Source: the Open Molecules 2025 dataset
Level of theory: ωB97M-V with the def2-TZVPD basis set

```
32
Properties=species:S:1:pos:R:3:forces:R:3:lowdin_spin:R:1
Co 1.0217 -0.4324 -3.1369 -1.7 1.2 1.1 2.836
Cl 2.2623 -2.0659 -3.6774 1.6 -2.2 -0.2 0.144
C 2.1939 1.0465 -3.7772 0.7 1.2 -0.9 0.197
C -0.8009 -0.8639 -3.8093 -1.1 -0.3 -1.2 0.168
H 2.3383 0.9131 -4.8618 0.1 0.1 0.0 0.027
H 1.8038 2.0520 -3.5682 0.3 -0.2 -0.2 0.010
H 3.1738 0.9017 -3.2908 -0.2 0.1 0.0 0.023
H -0.9983 -0.2603 -4.7171 -0.2 -0.1 0.2 0.017
H -1.6057 -0.6877 -3.0718 0.4 -0.1 -0.3 0.015
H -0.7986 -1.9240 -4.1181 -0.2 0.1 0.0 0.025
Mg -0.6917 -0.0404 -0.1789 0.2 0.3 -0.9 0.062
C -2.2574 -1.4364 -0.2224 -0.1 -0.1 0.2 0.009
C 0.1825 0.8848 -1.9067 0.3 0.7 1.5 0.385
H -3.1916 -1.0314 -0.6290 0.0 -0.2 0.0 0.000
H -1.9030 -2.2729 -0.8402 -0.3 0.0 0.2 0.001
H -2.4124 -1.7360 0.8207 -0.2 -0.3 0.0 0.000
H -0.4918 1.5643 -2.4693 0.3 -0.4 0.0 0.032
H 0.9373 1.5191 -1.3958 -0.2 0.1 -0.2 0.034
C -1.1309 0.9589 3.5141 -0.4 0.0 0.4 0.000
C 0.0577 0.3461 2.7794 -0.3 0.5 -1.2 0.001
C 1.3249 0.9720 3.3491 0.3 0.0 0.3 0.000
C 0.0968 -1.1644 3.0038 0.0 -0.3 0.2 0.000
O -0.0564 0.6570 1.4301 0.4 -0.1 1.1 0.012
H -1.0791 0.7552 4.5890 -0.1 0.0 0.1 0.000
H -2.0756 0.5580 3.1312 0.1 0.0 0.0 0.000
H -1.1431 2.0463 3.3787 0.1 -0.1 -0.1 0.000
H 1.4002 0.7503 4.4205 0.1 0.1 0.1 0.000
H 2.2136 0.5733 2.8484 -0.1 0.1 0.0 0.000
H 1.2961 2.0595 3.2199 0.0 -0.1 -0.1 0.000
H -0.8155 -1.6405 2.6204 0.2 0.1 0.0 0.000
H 0.9618 -1.6048 2.4924 -0.1 0.1 0.0 0.000
H 0.1874 -1.3973 4.0734 0.0 -0.1 0.0 0.000
```
Forces are in eV/Å.

Summary:
Kohn-Sham gap (spin up / spin down)	3.59 / 5.32	eV
charge	-2
lowest unoccupied orbital energy (spin up / spin down)	5.11 / 5.09	eV
multiplicity	5
energy	-2434.9736	hartree

=====

(4)
Formula: C8H20ClMg2O4
Source: the Open Molecules 2025 dataset
Level of theory: ωB97M-V with the def2-TZVPD basis set

```
35
Properties=species:S:1:pos:R:3:forces:R:3:mulliken_charge:R:1
Mg 12.0730 3.0382 -25.3201 0.2 0.3 0.2 1.113
Mg 9.1918 3.1654 -22.1265 0.2 0.0 0.2 1.215
Cl 11.4250 3.3217 -23.0598 -0.4 -0.2 -0.4 -0.119
C 13.4409 2.3490 -19.9572 -0.1 0.1 0.1 -0.428
O 12.9513 2.2115 -18.6510 -0.1 -0.2 -0.2 -0.245
C 13.6668 2.9069 -17.6628 -0.3 0.4 -0.2 -0.333
C 12.8170 2.9840 -16.4062 0.4 0.5 0.7 -0.435
O 11.8839 1.9845 -16.3923 -0.6 -0.8 0.2 -0.228
C 11.4755 1.5561 -15.0901 0.1 0.0 -0.2 -0.693
H 12.6298 2.0080 -20.6092 0.1 0.0 -0.1 0.093
H 14.3184 1.7251 -20.1578 0.0 0.0 0.1 0.325
H 13.7038 3.3955 -20.1641 0.0 0.0 -0.1 0.201
H 13.8454 3.9292 -18.0179 0.4 -0.1 0.1 0.314
H 14.6154 2.4074 -17.4401 0.1 0.0 -0.1 0.306
H 12.3212 3.9722 -16.3391 -0.1 0.0 -0.2 0.305
H 13.4346 2.9443 -15.4985 0.2 0.0 -0.1 0.376
H 11.0372 2.3934 -14.5386 0.0 0.0 0.1 0.330
H 12.3368 1.1569 -14.5444 0.0 0.1 0.0 0.353
H 10.7530 0.7594 -15.2263 -0.1 0.1 0.0 0.257
C 14.8110 8.5393 -26.5671 0.2 0.5 -0.5 -0.671
O 14.2584 8.0230 -25.3737 0.2 -0.3 0.0 -0.285
C 13.0108 8.5168 -25.0307 -0.6 0.0 -0.4 -0.535
C 12.3882 7.6154 -23.9831 -0.6 1.0 -0.1 -0.177
O 13.3305 7.3495 -23.0070 -0.1 -0.2 0.1 -0.251
C 12.8348 6.7335 -21.8497 0.5 -0.3 0.2 -0.475
H 15.4469 7.7871 -27.0299 0.0 -0.1 0.2 0.238
H 15.4259 9.4223 -26.3590 -0.1 -0.1 0.1 0.287
H 14.0424 8.8343 -27.2899 -0.1 -0.1 0.1 0.346
H 12.3735 8.5694 -25.9278 -0.1 -0.1 0.2 0.396
H 13.0039 9.5423 -24.6297 0.5 0.0 0.1 0.300
H 11.9230 6.7263 -24.4808 0.5 -0.4 0.2 0.015
H 11.5366 8.1597 -23.5451 0.0 -0.1 -0.1 0.421
H 12.8427 5.6414 -22.0166 -0.3 0.0 0.2 0.057
H 11.8476 7.0775 -21.5263 -0.1 0.1 -0.3 0.333
H 13.5305 6.9328 -21.0352 0.1 0.0 -0.1 0.293
```
Forces are in eV/Å.

Summary:
Kohn-Sham gap	2.05	eV
charge	+3
lowest unoccupied orbital energy	-14.16	eV
relative energy (zero: lowest compared OMol25 entry of this formula, charge and spin)	8.7405	eV
energy	-1476.8520	hartree

=====

(5)
Formula: C8H20I2OP2S
Source: the Open Molecules 2025 dataset
Level of theory: ωB97M-V with the def2-TZVPD basis set

```
34
Properties=species:S:1:pos:R:3:forces:R:3:mulliken_charge:R:1
C -2.8854 0.7172 2.1112 -0.5 -0.3 0.6 -1.555
C -2.9987 -0.7282 1.6202 0.2 0.8 -0.3 -0.128
I -5.1208 -1.0765 1.3303 0.3 -0.3 0.2 0.098
C -2.2808 -1.0431 0.2683 -0.5 -0.3 0.0 -0.896
I -1.1339 -2.8475 0.3640 -0.1 0.2 -0.1 0.132
S -1.3293 0.4136 -0.3105 0.6 -0.2 0.5 0.074
P 0.6627 0.6805 0.4933 1.5 2.1 0.5 0.154
C 0.9118 -0.1553 2.0938 -0.1 -0.5 -0.1 -0.901
C 1.9819 0.1826 -0.6817 -0.2 -0.7 0.5 -0.906
P -1.4549 0.4850 -2.4275 -2.0 -0.8 -0.9 0.213
C -0.6652 -0.9477 -3.2501 0.9 0.3 0.2 -0.975
C -0.7953 2.0808 -3.0461 0.3 -0.2 0.2 -0.998
H -1.8709 0.9975 2.3918 0.1 0.1 -0.3 0.316
H -3.3414 1.4261 1.4286 0.2 0.1 -0.2 0.470
H -3.4759 0.7741 3.0253 0.0 0.0 0.1 0.490
H -2.6414 -1.3809 2.4072 -0.2 -0.3 -0.1 0.456
H -3.0616 -1.2262 -0.4612 0.2 0.0 -0.4 0.740
H 1.8193 0.3099 2.5138 0.3 0.2 -0.4 0.359
H 1.0952 -1.2243 2.0302 -0.1 -0.1 0.0 0.303
H 0.0934 0.0709 2.7729 -0.1 -0.1 0.0 0.327
H 1.6493 0.0798 -1.7103 -0.1 -0.1 0.0 0.356
H 2.4882 -0.7044 -0.3029 0.0 -0.2 -0.3 0.248
H 2.7129 0.9889 -0.6233 -0.1 0.1 0.2 0.392
H 0.3843 -1.1195 -3.0153 0.0 0.0 0.1 0.320
H -0.7192 -0.7395 -4.3196 -0.2 0.1 -0.1 0.393
H -1.2197 -1.8593 -3.0531 -0.2 0.1 0.1 0.310
H -0.8162 2.8229 -2.2516 0.2 0.0 0.1 0.329
H -1.5122 2.4114 -3.7947 -0.1 -0.1 0.0 0.392
H 0.1778 2.0198 -3.5258 0.2 0.0 0.3 0.354
C 4.6592 -0.2535 1.5960 0.2 -0.5 -0.1 -0.492
O 4.2000 0.9369 2.0149 -0.7 -0.1 -0.2 -0.810
H 5.7647 -0.4096 1.6691 0.0 0.2 0.1 0.308
H 4.2588 -1.1636 2.1319 -0.1 0.1 0.1 0.110
H 4.4634 -0.5188 0.5108 0.0 0.1 0.0 0.016
```
Forces are in eV/Å.

Summary:
Kohn-Sham gap	4.10	eV
lowest unoccupied orbital energy	-1.09	eV
relative energy (zero: lowest compared OMol25 entry of this formula, charge and spin)	0.0000	eV
energy	-2068.1255	hartree

=====

(6)
Formula: C8H20INSi
Source: the Open Molecules 2025 dataset
Level of theory: ωB97M-V with the def2-TZVPD basis set

```
31
Properties=species:S:1:pos:R:3:forces:R:3:mulliken_charge:R:1
C -1.8673 2.3204 0.9604 3.4 0.8 0.4 -1.812
C -0.3908 2.3649 3.1283 -1.1 3.0 -2.3 -1.300
C 0.6728 1.8915 0.8522 0.1 -2.1 2.2 -1.521
C 1.2659 -0.5017 -3.7399 -1.8 -2.3 -0.5 -1.326
C 2.0265 -2.8107 -3.0077 -1.9 -2.1 1.0 -1.343
C -1.5516 -2.3240 2.1733 0.9 0.4 1.9 -1.035
C -0.6083 1.6782 1.7485 0.1 1.3 -1.2 1.051
C 0.8228 -1.9291 -3.2318 1.1 1.3 -0.2 -0.016
N -0.8371 0.3194 1.8543 -0.5 -4.8 0.7 0.077
Si -2.0183 -0.7831 1.1935 -0.8 1.0 0.1 -0.355
I -0.3389 -1.7526 -1.4088 0.1 0.0 -0.4 0.122
H -1.6640 3.3979 0.9208 -0.4 0.0 0.3 0.443
H -1.8379 2.0398 -0.0814 -0.2 -0.6 -0.2 0.427
H -2.7796 2.1046 1.4299 -1.3 -0.3 0.6 0.499
H -0.2514 3.4095 2.6396 -0.5 -0.9 1.7 0.289
H 0.5530 2.2443 3.6065 0.7 -0.9 0.4 0.407
H -1.2445 2.3733 3.8574 0.7 -0.2 -0.9 0.307
H 1.6289 1.6246 1.3892 -1.0 -0.1 -0.3 0.369
H 0.6284 1.3123 -0.0559 -0.2 -0.1 -0.3 0.261
H 0.7490 2.8907 0.6826 0.3 3.0 -1.0 0.501
H 1.3635 -0.3849 -4.8116 -0.2 -0.5 -0.4 0.350
H 0.5660 0.1858 -3.3942 -1.3 1.4 0.3 0.439
H 2.1624 -0.2084 -3.3548 2.6 0.5 1.4 0.384
H 2.6363 -2.4581 -2.2056 0.3 0.1 0.7 0.379
H 1.7468 -3.9153 -2.8644 0.4 1.6 0.1 0.312
H 2.5935 -2.7797 -3.8706 1.4 0.1 -2.0 0.454
H -2.2099 -3.2325 2.1141 1.0 0.9 -0.1 0.290
H -0.5048 -2.4303 1.8134 -0.4 -0.9 0.0 0.333
H -1.3521 -2.0229 3.2798 -0.7 -0.6 -1.6 0.324
H -0.0967 -0.2559 2.3058 -0.4 1.1 0.0 0.334
H 0.1374 -2.3682 -3.9228 -0.5 -0.3 -0.4 0.356
```
Forces are in eV/Å.

Summary:
Kohn-Sham gap	7.64	eV
lowest unoccupied orbital energy	0.12	eV
relative energy (zero: lowest compared OMol25 entry of this formula, charge and spin)	0.0000	eV
energy	-958.6842	hartree